A) Entry from the OMol25 dataset: 2 unconnected molecules or ions with the total composition C3H3BrO2 (the ωB97M-V functional and the def2-TZVPD basis).

The geometry in ORCA input format:
```
! RIJCOSX wB97M-V def2-TZVPD def2/J DEFGRID3
* xyz 0 1
C 0.23194 1.43519 0.43264
C 0.61510 -1.05622 -0.60692
C 0.70389 0.05119 0.33044
O -0.00814 2.24772 -0.38654
O 0.27717 -1.05283 0.84066
Br -2.84112 -0.68728 -0.00395
H -0.07849 1.68207 1.43660
H -0.37029 -1.00349 -1.12904
H 1.46994 -1.61636 -0.91389
*
```

Output
Orbital gap (alpha / beta): 9.4 / 4.6 eV
HOMO energy (alpha / beta): -10.0 / -8.5 eV
Lowest unoccupied orbital energy (alpha / beta): -0.686 / -3.922 eV

---

B) Entry from the OMol25 dataset: 2 unconnected molecules or ions with the total composition C3H3BrO2 (the ωB97M-V functional and the def2-TZVPD basis).

The geometry in ORCA input format:
```
! RIJCOSX wB97M-V def2-TZVPD def2/J DEFGRID3
* xyz 0 1
C 0.43605 1.71837 -0.60239
C -0.03230 -0.82511 0.40466
C 0.17520 0.33183 -0.38712
O 0.39318 2.58515 0.26050
O -0.23861 -0.80986 -1.01155
Br 3.20597 0.31754 -0.08010
H 0.60995 2.12001 -1.66404
H 0.89987 -1.20790 0.72521
H -0.85830 -0.87357 1.08753
*
```

Output
Orbital gap (alpha / beta): 6.2 / 6.2 eV
HOMO energy (alpha / beta): -9.4 / -9.4 eV
Lowest unoccupied orbital energy (alpha / beta): -3.194 / -3.198 eV

---

On energetic grounds, B) is preferred over the next structure by 0.0210 hartree.

---

A) Entry from the OMol25 dataset: a single C4H6N2OS molecule (the ωB97M-V functional and the def2-TZVPD basis).

The geometry in ORCA input format:
```
! RIJCOSX wB97M-V def2-TZVPD def2/J DEFGRID3
* xyz 0 3
C -0.02498 0.18325 -0.10562
C -1.76437 0.33064 0.10075
C 0.56161 -1.16262 0.09706
C 2.02995 -0.80845 -0.03652
N 0.74730 1.15836 -0.24847
N -2.07778 1.67208 0.21254
O 2.03488 0.67601 -0.16783
S -2.67920 -1.00792 0.24286
H 0.35262 -1.62015 0.97149
H -0.01482 -1.76563 -0.69716
H 2.80551 -0.82356 0.81733
H 2.45313 -1.10290 -0.91897
H -1.39166 2.27651 -0.24899
H -3.03219 1.99437 -0.01848
*
```

Output
Orbital gap (alpha / beta): 6.8 / 6.3 eV
HOMO energy (alpha / beta): -6.0 / -9.2 eV
⟨S²⟩: 2.01
Lowest unoccupied orbital energy (alpha / beta): 0.787 / -2.917 eV

---

B) Entry from the OMol25 dataset: a single C4H6N2OS molecule (the ωB97M-V functional and the def2-TZVPD basis).

The geometry in ORCA input format:
```
! RIJCOSX wB97M-V def2-TZVPD def2/J DEFGRID3
* xyz 0 3
C 1.27937 1.00285 -0.77077
C -0.01414 0.26255 -0.76780
C 2.73763 -0.18977 0.85851
C -1.95963 0.24713 0.74602
N 2.26171 0.41773 -0.07389
N -0.61061 0.04209 0.55156
O -0.98506 -2.30863 -0.75069
S 0.04073 -1.46619 -0.11090
H 1.65590 1.92614 -1.37409
H -0.55365 0.28576 -1.63285
H 3.43525 -0.91646 0.76825
H -2.23279 0.06460 1.79995
H -2.57816 -0.59483 0.22304
H -2.47655 1.22705 0.53368
*
```

Output
Orbital gap (alpha / beta): 6.8 / 7.9 eV
HOMO energy (alpha / beta): -6.0 / -9.3 eV
⟨S²⟩: 2.02
Lowest unoccupied orbital energy (alpha / beta): 0.810 / -1.413 eV

---

On energetic grounds, A) is preferred over the next structure by 0.0539 hartree.

---

A) Entry from the OMol25 dataset: 2 unconnected molecules or ions with the total composition Cl3O3P (the ωB97M-V functional and the def2-TZVPD basis).

The geometry in ORCA input format:
```
! RIJCOSX wB97M-V def2-TZVPD def2/J DEFGRID3
* xyz 0 1
O -0.67375 1.84598 0.45662
O 2.07418 -0.19220 0.08790
O -1.64577 -0.43349 0.91517
P -0.48559 0.44346 0.14004
Cl 2.89802 0.39364 -1.15476
Cl -1.70460 -2.07861 1.41737
Cl -0.46248 0.02122 -1.86234
*
```

Output
Orbital gap (alpha / beta): 6.3 / 6.4 eV
HOMO energy (alpha / beta): -9.6 / -9.6 eV
Lowest unoccupied orbital energy (alpha / beta): -3.279 / -3.279 eV

---

B) Entry from the OMol25 dataset: 2 unconnected molecules or ions with the total composition Cl3O3P (the ωB97M-V functional and the def2-TZVPD basis).

The geometry in ORCA input format:
```
! RIJCOSX wB97M-V def2-TZVPD def2/J DEFGRID3
* xyz 0 1
O -0.40032 1.40873 1.60633
O 1.89930 -0.81809 -0.45732
O -1.01925 -0.78001 0.67297
P -0.40544 0.68442 0.36558
Cl 3.22356 0.08519 -0.57947
Cl -1.70767 -1.79417 -0.52397
Cl -1.59017 1.21393 -1.08412
*
```

Output
Orbital gap (alpha / beta): 8.7 / 7.0 eV
HOMO energy (alpha / beta): -11.0 / -9.6 eV
Lowest unoccupied orbital energy (alpha / beta): -2.343 / -2.699 eV

---

On energetic grounds, B) is preferred over the next structure by 0.0084 hartree.

---

A) Entry from the OMol25 dataset: 2 unconnected molecules or ions with the total composition C7H14N2S (the ωB97M-V functional and the def2-TZVPD basis).

The geometry in ORCA input format:
```
! RIJCOSX wB97M-V def2-TZVPD def2/J DEFGRID3
* xyz 0 1
C 2.22043 -1.27729 -0.71229
C 2.49988 0.23655 -0.34604
C 1.39504 0.56435 0.65340
C 0.27622 -0.16849 1.08332
N -0.17919 0.51483 2.16756
C 0.45091 1.70345 2.23447
N 1.34583 1.80975 1.24726
H 2.12196 -1.87030 0.20162
H 3.05069 -1.61765 -1.34467
H 1.30573 -1.12918 -1.29262
H 3.52486 0.41109 -0.00536
H 2.40380 0.89019 -1.21955
H -0.08086 -1.09404 0.69149
H -0.74320 0.12587 2.90375
H 0.19613 2.56830 2.82568
C -2.74264 1.00946 -0.40723
S -3.16504 -0.68356 -0.82983
C -1.65679 -1.36932 -1.59238
H -1.95897 1.44019 -1.02523
H -3.74551 1.44521 -0.53823
H -2.34049 1.11090 0.59864
H -2.15143 -2.03156 -2.29615
H -1.04034 -1.89490 -0.86634
H -0.98703 -0.69386 -2.13128
*
```

Output
Orbital gap: 9.3 eV
HOMO energy: -8.5 eV
Lowest unoccupied orbital energy: 0.764 eV
Structure (SMILES): CCc1c[nH]cn1.CSC

---

B) Entry from the OMol25 dataset: 2 unconnected molecules or ions with the total composition C7H14N2S (the ωB97M-V functional and the def2-TZVPD basis).

The geometry in ORCA input format:
```
! RIJCOSX wB97M-V def2-TZVPD def2/J DEFGRID3
* xyz 0 1
C 2.26547 0.21999 2.28627
C 2.07784 0.98689 1.03603
C 1.87225 2.31928 0.84463
N 1.72877 2.50513 -0.51367
C 1.76296 1.26370 -1.07496
N 2.01483 0.35193 -0.18021
H 3.21695 -0.32970 2.26971
H 1.54640 -0.59214 2.36605
H 2.23953 0.81882 3.19095
H 1.96023 3.14379 1.53455
H 1.24550 3.33608 -0.81522
H 1.72931 1.06464 -2.13372
C -1.86222 -0.19693 -1.73191
C -0.92344 -1.25492 -1.17413
S -1.16125 -1.54557 0.59923
C -2.85273 -2.16534 0.54137
H -1.51102 0.11586 -2.72365
H -1.85765 0.72568 -1.16218
H -2.87632 -0.58527 -1.82226
H -1.11413 -2.20930 -1.65206
H 0.11360 -0.99879 -1.31865
H -3.01646 -2.73807 -0.36677
H -2.97471 -2.83772 1.38978
H -3.62370 -1.39802 0.61080
*
```

Output
Orbital gap: 9.1 eV
HOMO energy: -8.2 eV
Lowest unoccupied orbital energy: 0.883 eV
Structure (SMILES): Cc1c[nH]cn1.CCSC

---

On energetic grounds, B) is preferred over the next structure by 0.0359 hartree.

---

A) Entry from the OMol25 dataset: a single C3H5FO molecule (the ωB97M-V functional and the def2-TZVPD basis).

The geometry in ORCA input format:
```
! RIJCOSX wB97M-V def2-TZVPD def2/J DEFGRID3
* xyz 0 1
F 1.91801 0.48928 -0.47119
C 0.77167 0.08902 -1.02375
C -0.41768 0.40931 -0.10473
C -0.54895 -0.40256 1.16958
O -0.30624 0.96426 1.19497
H 0.63856 -0.94781 -1.29855
H 0.66772 0.69866 -1.92088
H -1.41398 0.63440 -0.41144
H 0.29529 -1.16031 1.40548
H -1.60441 -0.77426 1.46051
*
```

Output
Orbital gap: 11.6 eV
HOMO energy: -10.5 eV
Lowest unoccupied orbital energy: 1.069 eV
Structure (SMILES): FC[C@H]1CO1

---

B) Entry from the OMol25 dataset: a molecular structure, C3H5FO (the ωB97M-V functional and the def2-TZVPD basis).

The geometry in ORCA input format:
```
! RIJCOSX wB97M-V def2-TZVPD def2/J DEFGRID3
* xyz 0 1
C -0.89448 -1.50063 0.31624
C -0.31292 0.37326 -0.06328
C 1.03034 0.82776 -0.33279
O -1.10795 -0.52068 -0.71910
F -1.04842 1.16763 0.70642
H -0.06177 -2.02038 0.47926
H -1.61844 -1.36097 1.09663
H 1.79929 0.13479 -0.15512
H 1.06134 1.72445 0.13215
H 1.15299 1.17477 -1.46042
*
```

Output
Orbital gap (alpha / beta): 8.6 / 8.6 eV
HOMO energy (alpha / beta): -7.9 / -7.9 eV
Lowest unoccupied orbital energy (alpha / beta): 0.722 / 0.724 eV

---

On energetic grounds, A) is preferred over the next structure by 0.0701 hartree.

---

A) Entry from the OMol25 dataset: 2 unconnected molecules or ions with the total composition C2H3Cl3OP (the ωB97M-V functional and the def2-TZVPD basis).

The geometry in ORCA input format:
```
! RIJCOSX wB97M-V def2-TZVPD def2/J DEFGRID3
* xyz 1 1
C 1.55587 -0.46220 0.24309
C 2.07162 0.75350 -0.28947
O 0.93883 0.87978 0.32210
P -1.92780 -0.14026 -0.18622
Cl -2.89779 1.50923 0.66877
Cl -2.91928 -0.19046 -1.95812
Cl -2.68165 -1.62610 0.84090
H 1.11239 -1.28606 -0.24565
H 1.88523 -0.92431 1.08479
H 2.86259 1.48686 -0.48019
*
```

Output
Orbital gap: 5.7 eV
HOMO energy: -13.3 eV
Lowest unoccupied orbital energy: -7.617 eV

---

B) Entry from the OMol25 dataset: a gas-phase ion, C2H3Cl3OP (charge +1) (the ωB97M-V functional and the def2-TZVPD basis).

The geometry in ORCA input format:
```
! RIJCOSX wB97M-V def2-TZVPD def2/J DEFGRID3
* xyz 1 1
C -1.37018 -0.08233 -0.20192
C -0.02492 -0.62483 0.01502
O -0.66774 0.19266 1.09425
P 2.02166 -0.36793 0.36910
Cl -2.09385 1.23153 -1.20453
Cl 2.85528 -0.39864 -1.41861
Cl 1.78076 1.73311 0.51928
H -0.21491 0.98653 0.89848
H -2.21862 -0.95791 -0.16388
H -0.06749 -1.71218 0.09282
*
```

Output
Orbital gap: 10.2 eV
HOMO energy: -15.0 eV
Lowest unoccupied orbital energy: -4.763 eV

---

On energetic grounds, A) is preferred over the next structure by 0.0167 hartree.

---

A) Entry from the OMol25 dataset: a single C10H20N4O4 molecule (the ωB97M-V functional and the def2-TZVPD basis).

The geometry in ORCA input format:
```
! RIJCOSX wB97M-V def2-TZVPD def2/J DEFGRID3
* xyz 0 1
N -4.76288 -1.37674 0.97708
C -4.10301 -1.28459 -0.26738
C -4.13605 0.13124 -0.93829
C -3.22313 1.22279 -0.36629
C -1.72364 1.10334 -0.55658
C -0.82829 0.51682 0.55971
N 0.18796 1.47607 1.18169
C 0.07323 -0.64282 -0.16781
O -0.38721 -1.23453 -1.13828
N 1.39697 -1.05223 0.23314
C 2.38820 -0.11183 0.76964
C 3.77252 -0.97139 1.08045
C 4.44794 -0.79206 -0.30257
N 5.81624 -1.09432 -0.32504
O 3.95090 -0.55990 -1.35439
C 2.73309 1.11446 -0.04514
O 3.63762 1.79943 0.30800
O 1.84679 1.50751 -0.97145
H -5.77539 -1.61654 0.85228
H -4.50122 -0.80151 1.79285
H -2.97850 -1.47809 -0.31965
H -4.56514 -2.00619 -0.95274
H -5.13782 0.76509 -1.01506
H -3.87782 -0.01382 -2.02412
H -3.30226 1.61354 0.66432
H -3.45597 2.11522 -0.90445
H -1.75197 0.43226 -1.31091
H -1.22144 2.02218 -1.01029
H -1.27733 -0.03229 1.35352
H -0.29694 2.10826 1.81161
H 0.69333 1.94083 0.35469
H 1.66874 -1.91581 -0.19919
H 2.19924 0.36304 1.71186
H 4.47763 -0.78938 1.88730
H 3.51062 -1.97689 1.07554
H 6.13963 -1.06729 -1.27503
H 6.23779 -1.76613 0.25718
H 2.12758 2.35226 -1.42619
*
```

Output
Orbital gap: 9.2 eV
HOMO energy: -8.5 eV
Lowest unoccupied orbital energy: 0.702 eV
Structure (SMILES): NCCCC[C@H](N)C(=O)N[C@@H](CC(N)=O)C(=O)O

---

B) Entry from the OMol25 dataset: a single C10H20N4O4 molecule (the ωB97M-V functional and the def2-TZVPD basis).

The geometry in ORCA input format:
```
! RIJCOSX wB97M-V def2-TZVPD def2/J DEFGRID3
* xyz 0 1
N 6.22462 0.54737 -0.52222
C 4.94287 0.74915 0.09669
C 4.20953 -0.62426 0.13096
C 3.01554 -0.67102 1.08898
C 1.81919 0.21344 0.71118
C 1.15159 -0.10310 -0.62158
N 0.13350 0.91657 -0.94232
C -0.92236 1.37518 -0.25625
O -1.08127 2.58834 -0.03558
C -2.04637 0.43538 0.24708
N -2.05791 0.22069 1.69771
C -3.43211 0.98616 -0.23155
C -4.51169 -0.06503 -0.28492
N -4.73327 -0.71438 0.90965
O -5.12921 -0.31108 -1.31693
C 0.50454 -1.43584 -0.58511
O 0.17014 -2.16683 -1.49561
O 0.22853 -1.80352 0.69223
H 6.11452 0.47761 -1.52173
H 6.78102 1.34634 -0.33376
H 5.05915 1.21025 1.11851
H 4.31599 1.51453 -0.43026
H 3.94004 -0.94128 -0.86323
H 4.95204 -1.39846 0.46304
H 3.36800 -0.48447 2.13345
H 2.64600 -1.69794 1.16072
H 2.08794 1.31119 0.83281
H 1.03272 0.03310 1.44089
H 1.87871 -0.09501 -1.45430
H 0.56711 1.81526 -1.22511
H -1.96248 -0.56419 -0.30792
H -1.20978 -0.31487 1.91053
H -2.03785 1.08655 2.16933
H -3.67404 1.88079 0.40790
H -3.33143 1.38475 -1.21201
H -5.35231 -1.47524 0.94871
H -3.95313 -0.79914 1.58082
H -0.08063 -2.69725 0.65603
*
```

Output
Orbital gap: 9.9 eV
HOMO energy: -9.6 eV
Lowest unoccupied orbital energy: 0.334 eV
Structure (SMILES): NCCCC[C@H](NC(=O)[C@@H](N)CC(N)=O)C(=O)O

---

On energetic grounds, B) is preferred over the next structure by 0.0931 hartree.

---

A) Entry from the OMol25 dataset: a single C2H4N6 molecule (the ωB97M-V functional and the def2-TZVPD basis).

The geometry in ORCA input format:
```
! RIJCOSX wB97M-V def2-TZVPD def2/J DEFGRID3
* xyz 0 1
H 1.27442 -1.86520 0.15757
N 0.65818 -1.76228 -0.62431
C 0.08258 -0.62568 -0.52108
C -0.92420 -0.19741 -1.48516
N -1.52958 0.94572 -1.47547
N -1.20423 1.82325 -0.43282
N -0.42084 1.49979 0.49148
N 0.17554 0.30140 0.50370
N 0.99320 0.02111 1.58772
H -1.24355 -0.92023 -2.26895
H 1.72455 0.70880 1.63510
H 0.41392 0.07073 2.43222
*
```

Output
Orbital gap: 9.2 eV
HOMO energy: -9.6 eV
Lowest unoccupied orbital energy: -0.350 eV
Structure (SMILES): [H]/N=c1/cnnnn1N

---

B) Entry from the OMol25 dataset: a single C2H4N6 molecule (the ωB97M-V functional and the def2-TZVPD basis).

The geometry in ORCA input format:
```
! RIJCOSX wB97M-V def2-TZVPD def2/J DEFGRID3
* xyz 0 1
H 0.38945 -0.06675 3.17321
N 0.11412 0.63287 2.32287
C 0.26648 -0.22204 1.34181
N -0.28576 0.08680 0.09325
N -0.77948 1.36498 -0.41533
N -0.73151 1.38697 -1.78631
N 0.06309 0.52085 -2.34458
C 0.23882 -0.48912 -1.04001
N 0.61204 -1.75375 -1.07480
H 1.23879 -1.78377 -1.99654
H 0.68013 -1.17704 1.57874
H -1.80616 1.50002 0.14770
*
```

Output
Orbital gap: 9.1 eV
HOMO energy: -9.3 eV
Lowest unoccupied orbital energy: -0.178 eV
Structure (SMILES): [H]/N=C/n1[nH]nn/c1=N\[H]

---

C) Entry from the OMol25 dataset: a single C2H4N6 molecule (the ωB97M-V functional and the def2-TZVPD basis).

The geometry in ORCA input format:
```
! RIJCOSX wB97M-V def2-TZVPD def2/J DEFGRID3
* xyz 0 1
H 2.33181 -1.96533 1.75978
N 2.76062 -1.45328 0.96062
C 1.90914 -0.81106 0.18312
N 0.59257 -0.51181 0.12337
N -0.28911 -0.69294 1.04085
N -1.37755 -0.04452 0.82610
C -1.12490 0.70197 -0.30701
N -2.12659 1.32989 -0.91147
N 0.11070 0.40899 -0.78988
H 2.19098 -0.39524 -0.85507
H -1.99223 2.12031 -1.62686
H -2.98545 1.31303 -0.40354
*
```

Output
Orbital gap: 9.4 eV
HOMO energy: -9.5 eV
Lowest unoccupied orbital energy: -0.055 eV
Structure (SMILES): [H]/N=C\n1nnc(N)n1

---

On energetic grounds, C) is preferred over the next structure by 0.0409 hartree.